[1]
80
Properties=species:S:1:pos:R:3 method="wB97M-V/def2-TZVPD" spin_multiplicity=4 s2=3.782 e_above_lowest_ev=2.713 total_charge=+1 e_lumo_ev="-3.26 / -3.34" homo_lumo_gap_ha="0.2348 / 0.2460"
V -0.99 -1.01 -0.35
S 2.96 -5.65 1.48
S -0.74 4.86 -2.69
O -3.86 -1.21 0.32
O 0.31 -0.82 1.29
N -1.99 0.64 0.39
N -0.87 -3.16 1.80
N 0.64 -2.15 -1.16
N 0.15 0.50 -1.56
N -1.41 1.63 1.01
N -1.68 -2.85 0.79
C -4.83 2.51 -1.09
C 0.73 0.40 1.62
C -1.81 -5.03 1.21
C -5.82 1.56 -1.15
C 4.10 -1.01 -1.90
C 2.78 -7.39 1.34
C -2.31 -3.95 0.46
C -0.13 1.54 1.44
C -3.30 1.06 -0.04
C -5.53 0.22 -0.70
C 0.72 4.20 -2.07
C 2.32 2.26 -2.13
C 2.00 0.55 2.22
C 2.22 -7.69 0.12
C -0.19 6.46 -2.32
C -0.22 4.07 1.41
C 1.43 0.05 -1.71
C 1.04 2.78 -1.97
C 1.69 5.29 2.25
C 1.68 2.88 2.37
C 0.01 1.85 -1.75
C 1.96 -6.54 -0.71
C 2.27 4.17 2.70
C 0.43 2.86 1.75
C 1.56 5.15 -1.59
C -0.86 -4.48 2.00
C 3.82 0.33 -2.16
C 0.80 -3.42 -0.82
C -4.74 -2.00 1.00
C 2.32 -5.33 -0.12
C 3.03 -1.90 -1.50
C 0.45 5.25 1.61
C 2.51 0.89 -1.98
C 2.14 -3.99 -0.68
C 1.73 -1.35 -1.47
C -4.28 0.00 -0.17
C -3.59 2.31 -0.50
C 2.38 1.72 2.72
C 3.23 -3.21 -1.05
C 1.03 6.46 -1.69
H -3.04 -3.98 -0.36
H -0.74 7.31 -2.52
H -4.24 -2.28 1.90
H 4.29 -3.53 -0.97
H -4.95 -2.90 0.38
H -0.32 -4.86 2.89
H 3.14 2.89 -2.33
H 1.99 -8.70 -0.25
H 2.98 -7.98 2.20
H -0.05 -3.93 -0.49
H 2.09 6.27 2.52
H 0.02 6.22 1.25
H 2.54 -0.40 2.40
H -6.82 1.79 -1.54
H 5.11 -1.40 -1.97
H 4.52 1.11 -2.42
H 3.24 4.14 3.24
H -5.73 -1.53 1.14
H -0.96 2.25 -1.66
H -2.11 -6.09 1.20
H 3.35 1.90 3.21
H 2.56 4.96 -1.31
H -1.14 4.12 0.92
H -5.06 3.47 -1.52
H -2.75 2.96 -0.45
H -6.21 -0.60 -0.81
H -0.31 -2.40 2.22
H 1.64 7.35 -1.48
H 1.69 -6.48 -1.71

=====

[2]
79
Properties=species:S:1:pos:R:3 method="wB97M-V/def2-TZVPD" spin_multiplicity=6 s2=8.769 e_above_lowest_ev=0.000 total_charge=+1 e_lumo_ev="-2.93 / -3.88" homo_lumo_gap_ha="0.2814 / 0.2487"
Te -2.48 2.15 0.13
Fe -0.89 -0.01 0.55
S -3.53 -1.10 2.18
S 0.75 -3.16 1.73
S 0.02 -2.67 5.48
P 1.12 -0.21 -0.86
O -0.40 -0.40 2.25
O -2.64 -1.61 -1.02
C -0.71 -3.64 -2.03
C 5.25 -0.12 1.11
C -2.78 2.00 -1.99
C -1.99 4.82 -4.40
C 1.29 -0.55 6.09
C 1.03 -1.80 6.55
C 0.20 -4.73 1.33
C -0.06 -1.34 4.39
C -1.07 3.69 -0.36
C -2.87 -0.56 4.58
C -1.62 -3.81 2.41
C 1.90 -2.64 -2.10
C -2.21 3.28 -2.56
C 1.64 3.07 -3.21
C 1.13 0.91 -2.29
C -1.18 5.64 -3.61
C -4.71 -0.38 3.19
C 4.10 -0.23 1.88
C 1.72 2.16 -2.17
C 0.96 2.74 -4.38
C 5.15 0.00 -0.27
C -0.89 5.27 -2.31
C -4.23 -0.17 4.44
C 0.66 -0.29 4.85
C 0.88 -1.88 -1.54
C 1.61 -3.90 -2.61
C -0.90 -1.40 3.13
C 3.91 -0.01 -0.89
C -1.46 -1.57 -0.85
C 2.76 -0.13 -0.11
C -1.40 4.09 -1.78
C 0.31 -4.40 -2.58
C 0.37 1.49 -4.50
C -2.34 -1.07 3.44
C 0.45 0.58 -3.46
C 2.85 -0.23 1.28
C -0.42 -2.39 -1.51
C -2.50 3.65 -3.87
C -1.07 -4.94 1.75
C -0.75 -2.76 2.47
H -2.27 1.12 -2.37
H 2.41 -4.50 -3.03
H -0.27 5.91 -1.70
H -1.72 -4.02 -1.99
H -5.71 -0.21 2.82
H 0.11 -5.38 -2.97
H -2.29 -0.45 5.49
H 3.84 0.09 -1.96
H -0.06 3.30 -0.27
H -3.85 1.90 -2.18
H -2.61 -3.78 2.84
H -0.16 1.23 -5.41
H -0.79 6.56 -4.01
H 2.91 -2.26 -2.13
H 1.91 0.16 6.62
H 1.38 -2.27 7.46
H -4.83 0.25 5.24
H 0.85 -5.42 0.80
H 4.17 -0.31 2.96
H 6.22 -0.11 1.59
H -3.14 3.02 -4.48
H -1.61 -5.87 1.61
H 0.73 0.65 4.31
H -2.23 5.11 -5.41
H 0.90 3.45 -5.19
H -0.01 -0.40 -3.57
H 1.95 -0.31 1.88
H 2.26 2.43 -1.27
H -1.20 4.51 0.34
H 6.05 0.09 -0.87
H 2.12 4.04 -3.12

=====

[3]
81
Properties=species:S:1:pos:R:3 method="wB97M-V/def2-TZVPD" total_charge=+3 e_lumo_ev="-10.33 / -10.34" homo_lumo_gap_ha="0.1750 / 0.1744"
Mo -0.26 -1.28 -0.18
Br 1.81 -0.91 -1.30
Cl -0.13 -6.18 -2.35
Cl -5.30 -5.13 -3.24
P -0.30 1.05 0.57
P 2.58 1.78 -0.30
O -0.15 -3.57 -0.80
N -2.27 -1.86 -0.69
N -0.04 -3.89 0.58
C 0.03 -2.76 1.30
C -1.92 0.72 4.26
C -2.46 -3.07 -1.29
C -1.38 1.28 1.98
C -1.28 1.48 -1.97
C -0.98 3.48 -0.66
C 0.20 -2.95 2.67
C 2.10 5.33 -2.11
C 6.84 1.99 1.16
C 1.61 2.67 -2.73
C -2.51 2.09 1.90
C -1.81 3.63 -2.91
C 5.86 1.55 2.04
C -3.31 -1.05 -0.54
C -1.73 2.25 -3.04
C 6.51 2.38 -0.14
C 1.29 3.66 -3.64
C 0.26 -5.36 2.36
C -0.90 2.09 -0.78
C -1.43 4.24 -1.72
C -3.81 -4.67 -2.54
C -1.09 0.59 3.16
C 1.53 4.99 -3.33
C 5.20 2.33 -0.56
C -1.47 -5.13 -2.11
C 0.08 -5.15 1.00
C -3.04 1.54 4.18
C 2.43 4.36 -1.19
C 4.55 1.49 1.63
C 0.43 -6.74 2.90
C 1.35 1.75 1.03
C -4.60 -1.36 -0.99
C -3.71 -3.43 -1.84
C 0.31 -4.23 3.19
C -2.71 -5.48 -2.70
C -3.34 2.21 3.01
C -4.79 -2.55 -1.66
C 4.20 1.89 0.33
C -1.37 -3.97 -1.38
C 2.17 3.02 -1.51
H -2.78 -6.40 -3.26
H 0.87 3.40 -4.60
H 1.49 -6.97 2.98
H 0.24 -2.09 3.32
H -4.21 2.86 2.96
H -2.17 4.23 -3.73
H 1.30 5.76 -4.04
H 6.13 1.26 3.04
H -1.22 0.40 -2.12
H -3.12 -0.11 -0.05
H 7.28 2.72 -0.81
H -5.40 -0.67 -0.83
H -2.73 2.65 1.00
H 2.89 4.62 -0.25
H -0.01 -6.83 3.89
H 2.30 6.37 -1.88
H -1.69 0.20 5.18
H 0.02 -5.93 0.25
H -0.70 3.97 0.27
H 7.87 2.04 1.49
H -5.76 -2.81 -2.05
H -0.03 -7.48 2.24
H -0.21 -0.04 3.23
H -2.02 1.77 -3.96
H 4.94 2.63 -1.57
H 1.43 1.63 -2.98
H -3.69 1.65 5.04
H 1.73 1.17 1.87
H 3.79 1.15 2.32
H 1.22 2.79 1.37
H 0.44 -4.37 4.25
H -1.50 5.32 -1.62

=====

[4]
78
Properties=species:S:1:pos:R:3 method="wB97M-V/def2-TZVPD" spin_multiplicity=4 s2=3.758 e_above_lowest_ev=0.398 total_charge=+2 e_lumo_ev="-5.55 / -5.47" homo_lumo_gap_ha="0.2741 / 0.2777"
Nd -0.25 0.08 1.60
P 0.24 0.90 -1.68
P 0.62 -2.08 -1.08
O 0.65 1.21 -0.25
O 0.68 -1.58 0.36
N 0.41 1.87 3.26
C 1.74 -4.50 -0.59
C 0.21 3.42 -2.66
C -0.06 5.03 1.46
C 0.78 2.35 5.58
C 0.28 5.54 3.78
C 0.31 3.22 3.02
C -1.03 -2.67 -1.43
C -3.57 0.00 -2.80
C -2.32 1.10 -0.59
C 1.33 -1.91 6.09
C 0.23 -2.24 3.98
C -3.70 0.94 -0.60
C 2.67 -3.33 -2.49
C -4.32 0.38 -1.70
C 0.19 -0.86 3.75
C 0.65 1.44 4.50
C -2.58 -3.71 -2.95
C 0.71 2.14 -2.86
C 0.55 4.44 -3.53
C -1.55 0.70 -1.69
C 0.98 -0.68 -2.19
C -2.19 0.16 -2.80
C 3.52 -4.40 -2.73
C -3.31 -3.06 -0.75
C 1.56 1.88 -3.93
C 0.42 4.17 4.06
C 1.90 2.90 -4.81
C 0.72 -0.02 4.74
C 1.78 -3.38 -1.42
C 1.31 -0.54 5.89
C 3.48 -5.51 -1.89
C 2.59 -5.56 -0.83
C 0.07 3.69 1.71
C 0.66 3.69 5.36
C -2.03 -2.60 -0.47
C -3.58 -3.62 -1.99
C 0.78 -2.77 5.14
C 1.39 4.18 -4.60
C -1.30 -3.25 -2.67
C 0.03 5.97 2.50
H 0.06 3.00 0.88
H -4.08 -3.02 0.01
H -4.28 1.28 0.25
H -4.06 -0.43 -3.67
H 0.79 -3.83 5.31
H 0.74 4.39 6.19
H -0.08 7.03 2.29
H -0.46 3.63 -1.83
H 4.21 -4.37 -3.56
H 0.68 -0.94 -3.21
H 2.06 -0.52 -2.18
H 2.55 2.70 -5.64
H 0.36 6.25 4.59
H 1.66 4.97 -5.28
H 1.05 -4.55 0.24
H -4.57 -3.99 -2.21
H 2.57 -6.43 -0.18
H -2.79 -4.17 -3.91
H 0.16 5.44 -3.38
H -0.23 5.37 0.45
H -0.52 -3.36 -3.42
H -1.87 1.62 0.25
H -1.63 -0.13 -3.68
H 2.72 -2.48 -3.15
H 1.97 0.89 -4.10
H 1.77 0.10 6.63
H -0.16 -2.93 3.24
H 4.15 -6.34 -2.07
H 1.79 -2.32 6.98
H 0.93 1.97 6.58
H -1.81 -2.23 0.53
H -5.40 0.27 -1.71

=====

[5]
99
Properties=species:S:1:pos:R:3 method="wB97M-V/def2-TZVPD" spin_multiplicity=2 s2=0.760 e_above_lowest_ev=0.854 e_lumo_ev="-0.20 / -0.63" homo_lumo_gap_ha="0.2988 / 0.2833"
Bi -0.30 -0.10 -0.54
Ge -1.28 0.54 -3.19
Cl -1.68 2.59 -3.92
Cl -0.31 -0.34 -4.93
Cl -3.34 -0.30 -3.31
S 5.32 -1.37 0.54
S -0.33 3.58 3.91
O 6.50 -0.93 -0.14
O 5.44 -1.81 1.91
O -0.11 -1.91 -1.62
O -1.98 -1.97 5.71
O 1.99 -0.09 -0.26
N 0.00 1.94 1.98
N -2.58 1.95 -0.16
N -4.42 -1.70 1.14
N 4.12 -0.26 0.44
N -4.11 -2.83 0.46
N -2.54 -1.27 0.16
N 1.54 4.45 -0.24
N 1.87 -2.57 2.85
N -1.84 -1.74 7.89
N 1.14 -3.66 2.56
N 0.79 2.43 -0.79
N 0.40 -1.88 1.41
N -3.17 -1.94 7.56
N -4.22 2.91 -1.74
C -0.36 2.01 3.22
C -3.21 -2.07 6.28
C -3.47 -0.78 0.95
C -4.39 -2.29 5.44
C -4.39 -1.93 4.10
C 2.57 3.15 -3.97
C 2.74 5.00 -2.40
C 2.43 -0.97 7.37
C -5.44 2.18 -2.05
C -6.66 -2.67 3.91
C 2.83 -2.56 3.94
C 0.26 -3.20 1.70
C 2.21 -2.01 5.21
C 3.99 -4.74 -1.38
C -1.18 -1.76 6.79
C 0.86 3.33 0.15
C 2.36 -3.03 -1.26
C 3.00 -1.44 6.19
C 3.06 -0.75 -0.16
C 1.07 -1.06 7.57
C 0.27 -1.63 6.58
C 1.82 2.40 -3.10
C 0.84 -2.10 5.41
C -2.97 -2.53 -0.12
C 4.90 -3.91 -0.72
C 1.51 2.96 -1.86
C 0.34 3.19 1.51
C 4.48 -2.64 -0.37
C -5.63 -1.60 1.92
C -6.66 -3.04 5.25
C 1.98 4.23 -1.53
C 2.69 -4.30 -1.65
C 1.42 -1.51 2.17
C -5.53 -2.11 3.33
C -5.52 -2.85 6.02
C -3.35 2.40 -0.91
C 3.02 4.44 -3.63
C 0.21 4.20 2.41
C 3.22 -2.16 -0.66
C -4.09 4.30 -2.17
H -5.91 -0.54 1.93
H 5.90 -4.25 -0.50
H -0.67 1.14 3.79
H -6.41 -2.14 1.38
H 0.40 5.25 2.28
H -7.55 -2.83 3.32
H 0.61 -0.70 8.49
H 4.07 -1.35 6.04
H -2.44 -3.19 -0.78
H -5.65 2.28 -3.12
H 3.15 -3.60 4.08
H 0.46 -2.48 -1.08
H 1.50 1.40 -3.37
H -4.80 4.94 -1.64
H 3.61 5.00 -4.35
H -3.08 4.63 -2.00
H -0.48 -3.84 1.24
H 1.85 -0.53 2.23
H -4.29 4.35 -3.24
H 1.98 -4.96 -2.14
H 3.10 5.98 -2.13
H -6.29 2.57 -1.48
H 3.06 -0.52 8.13
H -3.50 0.21 1.37
H 1.81 5.21 0.36
H 4.29 -5.73 -1.67
H -7.54 -3.49 5.69
H -5.50 -3.12 7.07
H 0.20 -2.56 4.66
H 2.82 2.74 -4.94
H 3.70 -1.98 3.63
H -3.50 -1.50 3.66
H -5.29 1.13 -1.83